The following is a DFT calculation (the ωB97M-V functional and the def2-TZVPD basis) of 5 unconnected molecules or ions with the total composition C45H65BF32INO6S2 at a distorted geometry.

Cartesian coordinates (Å):
C1 -2.893 2.736 0.035
C2 -2.937 1.172 0.416
C3 -4.288 0.424 -0.041
C4 -4.806 -0.659 1.043
C5 -4.935 -2.129 0.385
C6 -3.961 -3.214 1.060
C7 -2.444 -2.665 1.219
C8 -1.421 -3.927 1.072
N1 -0.751 -3.757 -0.245
C9 0.508 -2.997 0.032
C10 0.950 -2.015 -1.164
C11 1.975 -0.866 -0.652
C12 1.317 0.150 0.387
C13 2.203 1.500 0.538
C14 1.931 2.292 1.907
C15 0.545 1.939 2.626
C16 0.112 2.951 3.781
C17 -0.530 -4.997 -0.961
S1 -1.708 -6.188 -1.215
S2 1.129 -5.402 -1.754
C18 1.177 -4.779 -3.490
C19 -0.228 -4.670 -4.251
C20 -0.260 -3.319 -5.112
B1 -1.215 -2.145 -4.548
I1 -2.586 -2.253 -2.861
C21 -1.169 -0.710 -5.357
C22 -0.871 0.524 -4.371
O1 -2.080 1.045 -3.722
C23 -2.162 2.452 -3.862
O2 -1.664 3.269 -3.062
C24 -2.963 3.086 -5.109
C25 -4.369 2.272 -5.222
H1 -2.022 2.950 -0.675
H2 -2.699 3.344 0.989
H3 -3.867 3.109 -0.427
H4 -2.890 1.102 1.559
H5 -2.027 0.664 -0.072
H6 -5.079 1.216 -0.247
H7 -4.062 -0.070 -1.053
H8 -4.116 -0.670 1.950
H9 -5.831 -0.297 1.400
H10 -6.047 -2.413 0.485
H11 -4.748 -2.071 -0.747
H12 -4.432 -3.503 2.056
H13 -4.009 -4.142 0.380
H14 -2.304 -2.105 2.196
H15 -2.287 -1.992 0.297
H16 -2.065 -4.851 1.186
H17 -0.698 -3.933 1.970
H18 1.371 -3.653 0.414
H19 0.273 -2.299 0.918
H20 0.048 -1.508 -1.633
H21 1.554 -2.648 -1.888
H22 2.231 -0.261 -1.593
H23 2.970 -1.306 -0.308
H24 0.253 0.449 0.104
H25 1.374 -0.359 1.419
H26 3.330 1.277 0.475
H27 1.991 2.218 -0.331
H28 2.769 2.068 2.664
H29 1.964 3.429 1.743
H30 0.681 0.905 3.108
H31 -0.294 1.815 1.852
H32 0.700 2.815 4.748
H33 -0.985 2.739 4.040
H34 0.204 4.048 3.484
H35 1.824 -5.523 -4.085
H36 1.710 -3.768 -3.623
H37 -1.149 -4.796 -3.604
H38 -0.259 -5.536 -5.010
H39 0.764 -2.857 -5.315
H40 -0.679 -3.602 -6.151
H41 -2.246 -0.552 -5.742
H42 -0.444 -0.798 -6.226
H43 -0.151 0.230 -3.531
H44 -0.431 1.357 -5.008
H45 -2.365 2.894 -6.062
H46 -3.154 4.197 -4.980
H47 -4.616 1.823 -4.207
H48 -5.212 2.997 -5.510
H49 -4.265 1.420 -5.975
F1 7.038 -3.232 -0.104
C26 5.768 -2.817 -0.225
F2 5.753 -1.517 0.176
C27 4.771 -3.636 0.605
F3 4.958 -3.446 1.931
F4 3.523 -3.144 0.334
C28 4.718 -5.155 0.322
O3 5.495 -6.030 1.164
C29 6.870 -6.179 0.880
F5 7.116 -5.726 -0.363
F6 7.099 -7.511 0.836
C30 7.780 -5.556 1.950
F7 7.476 -4.265 2.195
F8 9.075 -5.581 1.549
H50 5.500 -2.839 -1.285
H51 3.687 -5.458 0.521
H52 4.874 -5.380 -0.736
H53 7.697 -6.100 2.891
F9 -1.165 0.880 7.093
C31 -1.589 1.056 8.355
F10 -1.974 2.354 8.449
C32 -0.521 0.744 9.411
F11 0.488 1.645 9.371
F12 -1.109 0.904 10.637
C33 0.083 -0.678 9.395
O4 1.323 -0.881 8.690
C34 1.272 -1.051 7.289
F13 0.007 -1.338 6.927
F14 1.991 -2.165 7.023
C35 1.878 0.128 6.514
F15 1.342 1.311 6.876
F16 1.653 -0.009 5.184
H54 -2.478 0.436 8.506
H55 0.340 -0.903 10.434
H56 -0.657 -1.434 9.123
H57 2.954 0.188 6.680
F17 5.222 -1.294 -4.344
C36 4.476 -0.621 -3.454
F18 3.445 -1.445 -3.121
C37 3.935 0.712 -3.992
F19 3.021 0.512 -4.972
F20 3.254 1.312 -2.970
C38 4.978 1.738 -4.488
O5 5.280 1.773 -5.897
C39 6.194 0.824 -6.406
F21 6.880 0.280 -5.383
F22 7.100 1.527 -7.121
C40 5.537 -0.217 -7.325
F23 4.484 -0.827 -6.743
F24 6.420 -1.192 -7.650
H58 5.076 -0.463 -2.553
H59 4.542 2.721 -4.295
H60 5.891 1.717 -3.887
H61 5.183 0.250 -8.244
F25 -5.384 7.664 2.777
C41 -4.718 8.357 1.839
F26 -4.926 9.670 2.117
C42 -5.170 8.044 0.407
F27 -6.430 8.484 0.183
F28 -4.371 8.768 -0.435
C43 -5.072 6.571 -0.050
O6 -6.257 5.759 0.065
C44 -6.565 5.203 1.327
F29 -5.475 5.265 2.113
F30 -6.787 3.887 1.110
C45 -7.818 5.817 1.969
F31 -7.756 7.162 2.038
F32 -7.972 5.370 3.240
H62 -3.649 8.159 1.961
H63 -4.879 6.599 -1.126
H64 -4.200 6.065 0.374
H65 -8.711 5.556 1.400

- HOMO energy: -8.12 eV
- Frontier orbital gap: 7.8 eV
- E: -6574.29760 Ha
- SMILES: CCCCCCCCN(CCCCCCCC)C(=S)SCCCB(I)CCOC(=O)CC.FC(F)C(F)(F)COC(F)(F)C(F)F.FC(F)C(F)(F)COC(F)(F)C(F)F.FC(F)C(F)(F)COC(F)(F)C(F)F.FC(F)C(F)(F)COC(F)(F)C(F)F
- Lowest unoccupied orbital energy: -0.3 eV

---

The following is a DFT calculation (the ωB97M-V functional and the def2-TZVPD basis) of a gas-phase ion, C4H12NO (charge +1) at a distorted geometry.

Cartesian coordinates (Å):
C1 1.442 2.028 -0.351
C2 -0.077 1.774 -0.349
N1 -0.250 0.238 -0.507
C3 -0.125 -0.700 0.635
C4 -1.017 -1.926 0.557
O1 -0.170 -2.984 0.071
H1 1.689 3.076 -0.190
H2 1.901 1.793 -1.312
H3 1.823 1.451 0.488
H4 -0.700 1.941 0.530
H5 -0.504 2.161 -1.270
H6 0.534 0.021 -1.131
H7 -1.107 0.087 -1.032
H8 0.854 -1.167 0.704
H9 -0.246 -0.098 1.543
H10 -1.375 -2.140 1.565
H11 -1.897 -1.829 -0.083
H12 -0.775 -3.726 0.132

- HOMO energy: -14.76 eV
- ΔE to the lowest compared entry with this formula, charge and spin: 31.8 kcal per mole
- Frontier orbital gap: 11.6 eV
- Charge: +1
- E: -289.32415 Ha
- SMILES: CC[NH2+]CCO
- Lowest unoccupied orbital energy: -3.1 eV

---

- Which of these has the highest HOMO energy?
  C45H65BF32INO6S2

---

- Among the records above, which one has the highest frontier orbital gap?
  C4H12NO